(1)
C31H70F9Na4O23S3 as an isolated structure at a distorted geometry. Source: the Open Molecules 2025 dataset; level of theory: ωB97M-V with the def2-TZVPD basis set.

Structure (XYZ):
```
140
Properties=species:S:1:pos:R:3:forces:R:3:mulliken_charge:R:1
Na -1.54496 3.26505 -3.97363 -0.45 -1.07 -0.19 0.996
Na -2.92650 -1.67628 -3.49598 -0.14 0.17 0.24 0.918
Na -0.87257 4.52732 0.81978 0.22 -0.02 0.49 0.655
Na 2.82670 0.80998 -2.98937 -0.23 -0.56 0.30 0.923
C -1.25379 -0.02763 -0.62377 0.88 0.33 -0.23 -0.246
F -2.47798 0.11659 -0.11285 0.95 0.49 0.21 -0.104
F -0.52051 -0.85300 0.17665 -0.75 0.77 -0.57 -0.102
F -1.41052 -0.60118 -1.80708 0.23 -0.41 -0.30 0.281
S -0.24223 1.62071 -0.91380 1.12 -0.49 1.78 -0.688
O -0.99320 2.34377 -1.95018 0.92 -0.44 0.77 -0.101
O -0.35628 2.18181 0.46202 -0.08 0.12 -1.76 -0.201
O 1.18832 1.26990 -1.22166 -2.99 0.41 0.00 0.382
C -4.98114 2.52142 -1.82054 0.20 -1.44 -0.68 0.519
F -3.91755 2.36343 -0.97480 -0.48 0.64 -0.64 -0.162
F -6.05918 2.12663 -1.12301 0.44 0.23 -0.60 -0.225
F -5.13912 3.81347 -2.15479 0.42 -0.52 0.42 -0.216
S -4.71222 1.45672 -3.47524 -1.79 0.45 -1.78 1.103
O -3.47560 1.91738 -4.10450 0.29 0.57 1.35 -0.651
O -4.68379 0.04853 -3.10213 0.72 0.10 0.88 -0.708
O -5.87121 1.79263 -4.28813 0.61 0.13 1.29 -0.660
C 0.31521 -0.62043 -6.78519 -1.59 0.85 1.93 0.269
F -0.78354 -0.81073 -7.50869 -0.17 -1.37 -0.09 -0.203
F 1.15146 -1.66023 -6.71689 -0.78 -0.33 -0.08 -0.169
F 0.93667 0.34272 -7.37723 1.55 1.68 -0.73 -0.207
S -0.24678 -0.00540 -5.03134 1.14 -0.40 -0.31 1.129
O -0.87522 -1.17303 -4.42006 0.07 0.33 -0.43 -0.727
O 1.06806 0.32738 -4.46775 -0.51 0.12 -0.08 -0.769
O -1.13004 1.13686 -5.20848 0.73 -0.38 -0.27 -0.610
C 1.92667 4.69767 -0.58943 -0.35 0.62 0.64 -0.509
O 1.54530 5.45839 0.57582 -0.37 -0.70 -0.21 -0.128
C 1.46763 6.86654 0.42958 -1.09 -0.04 1.00 -0.753
C 0.62695 7.46393 1.60319 0.38 -0.35 -1.40 -0.620
O -0.71431 6.97067 1.61637 1.08 0.19 -0.91 -0.148
C -1.39310 7.49152 2.73866 -0.07 -0.77 0.21 -0.741
H 1.94119 3.64856 -0.29404 0.31 0.16 0.08 -0.241
H 2.87793 5.05696 -0.98200 0.13 -0.19 -0.01 0.529
H 1.16804 4.78243 -1.36751 -0.14 0.23 -0.25 0.358
H 0.94052 7.14379 -0.48331 0.11 -0.07 -0.36 0.383
H 2.46542 7.30489 0.44843 0.05 0.15 -0.08 0.369
H 0.55600 8.52533 1.36547 0.30 0.30 0.37 0.412
H 1.12420 7.29061 2.55755 -0.04 -0.01 0.15 0.405
H -0.94949 6.96818 3.58568 -0.58 -0.05 0.51 0.264
H -2.43962 7.25563 2.54573 0.04 0.08 0.54 0.037
H -1.26094 8.55588 2.93298 0.06 0.20 -0.53 0.433
C 8.14386 -1.42352 0.19295 -0.51 -0.55 0.57 -0.787
O 7.00113 -0.87740 -0.40148 -1.38 -0.14 0.15 -0.217
C 5.87814 -0.85719 0.51996 -0.32 1.58 -3.03 -0.608
C 4.60738 -0.45226 -0.37750 0.17 -0.09 -0.54 -0.231
O 4.37237 0.83858 -1.03483 1.00 -0.83 0.13 -0.115
C 4.25468 1.89602 -0.12581 0.47 -0.12 0.26 -0.818
H 8.41462 -0.79609 1.04214 0.83 0.19 -0.14 0.304
H 8.89477 -1.62188 -0.57184 0.12 0.56 0.22 0.236
H 7.89713 -2.38776 0.63732 0.00 -0.39 0.04 0.307
H 6.15617 -0.16799 1.31733 -0.45 -0.10 0.35 0.446
H 5.60241 -1.85598 0.85830 0.26 -0.10 0.31 0.362
H 3.68444 -0.71152 0.14122 -0.05 0.09 0.46 0.328
H 4.62242 -1.07702 -1.27056 0.33 -0.38 0.31 -0.148
H 4.12724 2.84547 -0.64581 -0.46 -0.20 -0.21 0.058
H 5.20297 2.02819 0.39513 -0.06 -0.11 0.52 0.416
H 3.42454 1.62760 0.52758 -0.06 0.65 0.44 0.333
C 0.16991 -2.74087 2.88105 -1.34 0.47 1.39 -0.635
O 1.47325 -3.10105 3.21914 0.53 -1.00 -0.11 -0.248
C 1.59776 -4.28634 4.07947 0.60 1.24 -1.06 -0.686
C 3.11065 -4.48873 4.40627 -1.48 0.31 -0.70 -0.499
O 3.95292 -4.98966 3.34659 -0.68 0.06 1.04 -0.402
C 3.64625 -4.64344 2.00722 0.18 0.43 -0.04 -0.506
H -0.41597 -2.69727 3.79918 -0.36 -0.19 0.32 0.421
H -0.42780 -3.36977 2.22125 0.53 -0.54 -0.38 0.281
H 0.06353 -1.71412 2.53096 0.82 0.00 -0.37 0.037
H 1.16016 -5.18193 3.63840 0.12 -0.06 -0.55 0.374
H 0.97432 -4.10688 4.95538 0.36 0.13 0.49 0.497
H 3.04631 -5.17182 5.25324 0.76 -0.44 -0.21 0.326
H 3.50853 -3.54540 4.78035 0.05 0.14 -0.09 0.268
H 3.21563 -3.65028 1.87956 -0.17 -0.02 0.33 0.132
H 2.97477 -5.37412 1.55631 -0.03 -0.08 -0.09 0.284
H 4.58944 -4.60594 1.46217 0.08 -0.42 0.00 0.343
C -4.04618 5.03787 1.52338 -1.33 -0.66 -0.34 -1.049
O -2.82381 4.63578 2.08691 -0.21 0.91 -1.95 0.187
C -2.76638 4.30879 3.41836 0.22 -0.83 1.06 -0.869
C -1.66035 3.27973 3.53410 -0.59 0.55 0.56 -0.058
O -0.47626 3.97294 3.16174 0.55 -0.60 -0.25 -0.167
C 0.74184 3.23895 3.37717 -0.66 -0.77 0.38 -0.862
H -4.82321 4.30508 1.74098 -0.08 -0.23 0.28 0.370
H -3.99980 5.00791 0.43477 0.50 0.19 0.01 0.271
H -4.47716 5.99451 1.81865 0.59 0.33 0.34 0.325
H -3.68053 3.89938 3.84825 -0.42 -0.25 -0.47 0.550
H -2.55474 5.17573 4.04424 0.32 0.20 0.01 0.273
H -1.83928 2.38606 2.93623 0.03 0.13 -0.59 -0.095
H -1.76677 2.91098 4.55429 1.05 0.14 0.56 0.549
H 0.67764 2.20583 3.03565 -0.46 -0.16 -0.20 0.240
H 0.87046 3.17794 4.45783 0.63 0.25 0.00 0.380
H 1.58405 3.63276 2.80822 -0.25 0.68 0.35 0.245
C -6.07082 -4.31611 3.27025 0.75 -0.18 2.45 -0.646
O -4.89525 -4.76870 4.07288 -0.01 1.02 -0.96 -0.346
C -4.49364 -3.91677 5.16728 -1.08 1.05 -1.17 -0.573
C -4.11745 -2.41806 4.85380 -0.41 -0.40 -0.30 -0.702
O -3.25948 -2.26476 3.74999 0.57 -0.69 0.64 -0.104
C -3.35557 -1.02931 3.11046 1.16 -0.41 -0.98 -0.513
H -6.15678 -4.85690 2.32778 0.49 0.07 0.22 0.223
H -6.11098 -3.23182 3.16630 0.44 0.02 -0.42 0.228
H -6.92552 -4.54804 3.90571 -0.35 -0.19 -0.22 0.329
H -3.67833 -4.38034 5.72270 0.02 -0.26 -0.48 0.342
H -5.34426 -3.83572 5.84401 -0.10 0.02 0.39 0.370
H -3.70951 -2.01533 5.78089 0.47 -0.02 0.21 0.332
H -4.92490 -1.72240 4.62537 -0.97 -0.53 0.27 0.468
H -4.35789 -0.86636 2.71432 -0.11 0.29 0.04 0.492
H -2.63136 -1.14217 2.30368 -0.33 0.16 -0.49 -0.483
H -2.93846 -0.16389 3.62540 -0.47 0.10 0.81 0.524
C -3.94776 -2.53600 -0.06528 0.21 -0.17 0.35 -0.493
O -3.53406 -3.03518 -1.33099 1.35 -0.91 0.31 -0.365
C -2.50334 -4.04615 -1.09157 0.67 0.32 -1.71 -0.013
C -2.21550 -4.74569 -2.39910 -0.68 -0.32 -0.70 -0.929
O -1.78715 -3.85107 -3.38922 0.22 1.11 -2.18 0.069
C -1.42572 -4.40348 -4.70698 0.76 -0.04 0.39 -0.985
H -4.54982 -3.32278 0.38927 -0.10 0.24 0.43 0.376
H -4.48327 -1.58739 -0.10357 -0.19 -0.23 -0.62 0.313
H -3.05342 -2.33397 0.52418 -0.05 -0.18 0.31 -0.057
H -2.70103 -4.85247 -0.38527 -0.84 0.33 0.33 0.493
H -1.52846 -3.64435 -0.81540 -0.16 0.89 0.53 -0.081
H -3.17444 -5.14099 -2.73416 0.07 -0.82 -0.04 0.405
H -1.40622 -5.46964 -2.30394 -0.39 -0.57 0.49 0.423
H -1.79309 -5.39495 -4.97178 -0.52 -0.08 0.74 0.408
H -0.34259 -4.47667 -4.80479 0.23 -0.04 0.55 0.282
H -1.66049 -3.77983 -5.56957 -0.68 0.61 0.60 0.292
C 5.00639 0.79117 -5.18305 -0.34 -0.44 -0.09 -0.902
O 4.65085 -0.22936 -4.26648 -0.48 -0.44 0.66 -0.234
C 3.95405 -1.37514 -4.85137 0.95 1.54 0.65 -0.166
C 3.47732 -2.32051 -3.74376 -1.88 0.75 -0.07 -0.807
O 2.61891 -1.60418 -2.77416 2.43 0.93 -1.23 0.730
C 1.79866 -2.38603 -1.97908 -0.76 -1.07 -0.61 -0.916
H 5.29133 1.67106 -4.60625 0.24 -0.13 -0.01 0.260
H 4.14938 1.05344 -5.80342 -0.20 0.09 -0.21 0.374
H 5.81067 0.46685 -5.84339 0.18 0.10 0.02 0.313
H 4.67098 -1.84402 -5.52536 -0.12 -0.53 0.02 0.526
H 3.16739 -0.92380 -5.45598 -0.46 -0.53 0.13 -0.061
H 4.26442 -2.91163 -3.27564 0.15 0.37 0.28 0.342
H 2.79893 -3.00962 -4.24676 0.05 -0.38 -0.14 0.366
H 1.05457 -2.84401 -2.63076 -0.42 -0.23 -0.04 0.130
H 1.24469 -1.76823 -1.27230 0.46 0.04 0.10 -0.014
H 2.33976 -3.21391 -1.52091 0.15 0.10 0.51 0.358
```
Forces are in eV/Å.

Output
* net charge: +1
* strongest force on any atom: 3.43 eV Å⁻¹
* lowest unoccupied orbital energy: -0.098 hartree
* HOMO: -11.186 eV


(2)
A 5-piece molecular cluster, C31H70I2O19P4S overall at a distorted geometry. Source: the Open Molecules 2025 dataset; level of theory: ωB97M-V with the def2-TZVPD basis set.

Structure (XYZ):
```
127
Properties=species:S:1:pos:R:3:forces:R:3:mulliken_charge:R:1
C 10.51323 -5.73933 -4.16576 -0.55 -1.50 0.35 -0.952
C 8.95008 -6.32289 -4.27982 -2.00 3.38 2.29 0.013
I 8.73369 -8.18061 -5.47548 -0.06 1.70 1.16 0.049
C 7.79973 -5.61892 -3.60633 2.33 -3.19 -2.68 -0.754
I 8.27287 -3.73785 -2.51508 -0.59 -1.68 -0.94 -0.001
C 6.24155 -6.22922 -3.68015 0.91 0.33 0.72 0.443
C 5.33616 -5.84241 -2.36302 0.21 0.08 -0.28 -0.642
C 3.91730 -6.66688 -2.47457 0.28 1.34 1.31 -0.413
S 3.56766 -7.37316 -4.19292 -1.96 -8.04 -0.90 1.015
O 4.21837 -8.81170 -4.18331 -1.24 5.69 0.12 -0.670
O 2.05029 -7.60782 -4.40583 5.15 2.51 0.47 -0.574
O 4.33202 -6.53052 -5.46153 -0.48 -0.32 2.64 -0.313
C 5.43347 -5.67772 -4.99434 0.63 2.15 0.60 -0.179
H 10.59885 -4.60624 -4.45556 -0.26 -2.36 0.54 0.290
H 10.81544 -5.92113 -3.03455 -0.56 0.65 -2.33 0.297
H 11.22384 -6.44369 -4.81335 -1.67 1.79 1.30 0.304
H 6.39410 -7.40539 -3.65522 -0.47 2.45 -0.42 0.389
H 5.90901 -6.16134 -1.38929 -1.22 0.56 -1.91 0.296
H 5.09757 -4.67592 -2.27430 0.70 -2.58 -0.44 0.275
H 3.01313 -5.94640 -2.22659 1.78 -1.71 -0.54 0.136
H 3.98338 -7.58363 -1.71348 -0.57 1.78 -2.27 0.398
H 6.11307 -5.41171 -5.91864 -1.36 -1.05 1.87 0.330
H 4.93373 -4.64525 -4.66259 1.15 -2.07 -0.68 0.205
C -1.10744 -2.22403 -4.25633 0.16 -0.01 -0.06 -0.532
C -2.51147 -2.56347 -4.72779 0.15 0.37 -0.26 -0.454
O -2.73806 -3.96588 -4.75014 0.15 0.96 0.44 -0.271
P -2.78538 -4.72647 -3.28065 -2.91 -4.20 -7.98 1.023
O -4.25989 -4.34675 -2.99926 2.78 1.59 3.53 -0.754
O -3.20574 -6.26416 -3.76822 0.63 0.04 1.24 -0.464
C -4.45582 -6.84818 -3.41222 -0.36 -0.16 -0.11 -0.412
C -5.51855 -6.53681 -4.45480 -0.03 0.00 -0.22 -1.063
O -1.13794 -5.15072 -3.59506 -0.72 1.92 3.12 -0.151
C -0.75523 -6.30120 -4.34407 0.32 -1.27 -0.30 0.059
C -1.19151 -6.29113 -5.80512 -0.28 0.35 -0.05 -1.028
H -0.96423 -2.51089 -3.20961 0.00 0.10 -0.02 -0.177
H -0.91794 -1.15099 -4.33990 -0.07 -0.06 0.07 0.463
H -0.35763 -2.76274 -4.84598 -0.17 0.08 0.07 0.222
H -3.26002 -2.07812 -4.09366 -0.03 0.02 -0.04 0.285
H -2.65056 -2.19399 -5.74828 -0.08 -0.19 0.08 0.315
H -4.75946 -6.54210 -2.40914 -0.02 0.13 -0.19 0.345
H -4.30891 -7.93348 -3.36847 0.23 0.14 -0.09 0.348
H -5.55652 -5.47666 -4.71309 0.04 -0.01 0.26 0.291
H -6.50713 -6.84196 -4.10082 0.08 -0.01 -0.03 0.364
H -5.30247 -7.07020 -5.38543 -0.03 -0.04 0.12 0.290
H -1.08573 -7.21016 -3.83021 -0.02 0.18 -0.19 0.282
H 0.34066 -6.32839 -4.32392 -0.35 0.35 0.23 0.175
H -2.27480 -6.23352 -5.93012 0.15 -0.05 0.13 0.232
H -0.85335 -7.20454 -6.30521 0.15 0.09 0.21 0.384
H -0.76726 -5.42698 -6.32737 0.04 -0.15 0.06 0.268
C -1.62273 1.44944 2.26695 0.02 0.06 0.11 -0.973
C -0.55506 1.58919 1.19487 -0.14 0.47 0.25 -0.188
O 0.24569 0.42032 1.08935 -0.83 0.47 -0.13 -0.275
P -0.50544 -0.93540 0.50802 9.32 0.78 0.79 1.113
O -0.35674 -0.52430 -0.97739 -4.57 -0.79 1.04 -0.704
O 0.79910 -1.96954 0.42058 -1.16 -0.71 0.09 -0.454
C 1.28415 -2.46094 -0.82592 0.26 0.02 -0.27 0.654
C 2.34499 -1.53471 -1.40040 0.18 0.09 0.06 -1.195
O -0.67158 -1.39471 2.16763 -2.87 0.11 -1.86 -0.394
C 0.34093 -2.08706 2.89328 0.64 -0.95 0.25 -0.219
C 1.64162 -1.31318 3.07880 -0.02 0.40 -0.21 -0.900
H -2.35143 0.67812 1.99773 -0.05 0.02 0.02 0.346
H -2.16291 2.38969 2.40273 0.01 -0.07 -0.02 0.413
H -1.17773 1.15562 3.22391 -0.08 0.08 -0.18 0.204
H -1.00872 1.81532 0.22478 0.05 0.04 -0.02 0.278
H 0.11051 2.41878 1.45190 0.07 -0.17 -0.09 0.047
H 0.46344 -2.63250 -1.52524 0.13 0.18 0.07 -0.502
H 1.73437 -3.44235 -0.63748 -0.09 0.09 0.24 0.262
H 2.03362 -0.48823 -1.40172 -0.20 -0.14 -0.08 0.333
H 2.59405 -1.82252 -2.42550 -0.01 -0.01 0.06 0.350
H 3.25531 -1.58159 -0.79510 -0.05 -0.08 -0.06 0.336
H 0.51681 -3.07096 2.44552 0.07 0.25 0.02 0.296
H -0.07549 -2.28199 3.88862 -0.32 0.21 -0.22 0.393
H 2.12001 -1.04350 2.13494 -0.15 -0.14 0.09 0.146
H 2.35868 -1.91329 3.64841 -0.23 -0.04 0.04 0.404
H 1.45916 -0.37785 3.61857 0.01 -0.17 0.02 0.231
C 4.10033 9.28670 2.17358 -0.07 0.07 -0.13 -1.011
C 3.71901 8.59491 3.47159 0.00 0.49 0.11 -0.355
O 2.94474 7.42615 3.24118 0.87 0.60 -0.03 -0.259
P 3.72327 6.16050 2.51170 -8.38 -1.02 4.21 1.055
O 4.36971 5.64901 3.82244 3.34 0.93 -3.26 -0.714
O 2.52023 5.00846 2.57819 0.92 -0.19 -1.04 -0.432
C 2.65549 3.82760 3.36419 -0.12 -0.28 0.34 -0.149
C 2.12641 4.04800 4.77302 -0.18 0.08 0.10 -1.077
O 3.00102 6.73198 1.04723 3.42 -0.31 0.00 -0.379
C 1.69112 6.36250 0.62445 -0.81 -0.77 -0.42 -0.077
C 0.56492 6.82737 1.54132 0.17 0.21 0.36 -0.953
H 4.77355 8.66167 1.57816 0.02 0.05 -0.02 0.312
H 4.60839 10.23364 2.37228 -0.01 -0.08 0.04 0.396
H 3.21321 9.48274 1.56145 0.17 -0.04 0.14 0.213
H 4.61229 8.33854 4.04981 -0.03 0.01 0.05 0.289
H 3.11300 9.27337 4.07964 -0.03 -0.22 -0.02 0.297
H 3.68770 3.47183 3.36187 -0.09 0.17 0.11 0.367
H 2.06159 3.04339 2.88078 -0.02 0.22 -0.13 0.113
H 2.51609 4.95938 5.23087 0.20 -0.11 -0.12 0.332
H 2.38046 3.20169 5.41715 -0.05 0.04 -0.07 0.397
H 1.03778 4.15681 4.75498 0.06 -0.10 -0.03 0.236
H 1.64574 5.28314 0.44441 -0.04 0.20 0.16 0.189
H 1.54094 6.83499 -0.35347 0.41 0.11 0.12 0.366
H 0.64490 6.43114 2.55574 0.06 -0.04 -0.22 0.173
H -0.40262 6.50722 1.14118 0.17 0.03 -0.15 0.394
H 0.56535 7.91914 1.62812 -0.04 -0.14 -0.11 0.282
C -7.38296 3.09266 1.50516 -0.15 0.02 -0.01 -1.053
C -6.08884 3.88675 1.56411 -0.15 0.00 -0.49 -0.225
O -5.97971 4.63289 2.76825 -0.03 -0.88 -0.58 -0.311
P -5.79079 3.75797 4.16072 1.50 9.33 -0.32 1.061
O -4.26609 3.56487 3.97219 -2.14 -4.21 0.36 -0.594
O -5.56528 4.99961 5.24994 -0.52 -1.21 0.55 -0.384
C -4.32847 5.18178 5.93377 0.39 0.24 0.11 -0.369
C -3.39832 6.08950 5.14371 0.00 0.19 -0.10 -1.063
O -7.49431 3.97373 4.37135 1.15 -3.25 -0.01 -0.416
C -8.06690 5.12043 4.99449 -0.24 0.70 0.95 -0.203
C -7.83688 6.43488 4.25665 0.25 -0.07 -0.37 -0.920
H -7.40279 2.31571 2.27611 -0.03 -0.03 -0.04 0.307
H -7.49626 2.60532 0.53358 0.07 0.02 0.06 0.413
H -8.24735 3.74318 1.67767 0.18 -0.11 -0.05 0.217
H -5.22379 3.22427 1.46004 0.04 0.03 -0.03 0.177
H -6.06289 4.59991 0.73466 0.07 0.04 0.21 0.317
H -3.86603 4.22115 6.16915 -0.01 0.10 -0.20 0.332
H -4.55375 5.65568 6.89608 -0.22 -0.03 -0.17 0.316
H -3.31218 5.79419 4.09612 0.00 -0.22 0.13 0.269
H -2.39779 6.09436 5.58486 -0.09 0.02 -0.01 0.381
H -3.78239 7.11407 5.14148 0.05 -0.08 0.09 0.311
H -7.74201 5.18125 6.03863 0.03 0.08 -0.26 0.263
H -9.14820 4.94213 5.02805 0.17 -0.36 -0.19 0.368
H -6.78007 6.68588 4.14441 -0.15 -0.13 0.13 0.175
H -8.31231 7.25891 4.79858 -0.09 -0.22 0.02 0.379
H -8.25905 6.38839 3.24715 -0.04 0.01 0.17 0.264
```
Forces are in eV/Å.

Output
* net charge: 0
* strongest force on any atom: 9.48 eV Å⁻¹
* lowest unoccupied orbital energy: -0.079 hartree
* HOMO: -9.076 eV